The following is a DFT calculation (the ωB97M-V functional and the def2-TZVPD basis) of a molecular structure, C11H14AuF6IO2SbSe2 at a distorted geometry.

Computed properties:
Frontier orbital gap (spin up / spin down): 8.36 / 4.79 eV
Largest force on an atom: 3.70 eV/A
<S²>: 3.790
Calculated total energy: -181039.4183 eV

Structure (ORCA input):
```
! wB97M-V def2-TZVPD RIJCOSX def2/J DEFGRID3
* xyz 2 4
Au 0.1376 0.3018 1.4689
C 3.6660 -0.2929 0.8415
Se 2.0849 -1.3759 0.5552
C 2.0538 -2.5439 2.1524
C 1.5373 -1.9095 3.4312
Se -0.3791 -1.4110 3.2464
C -0.6592 -0.3624 4.8305
H 4.5536 -0.9051 0.6780
H 3.6920 0.1414 1.8372
H 3.6406 0.4910 0.0869
H 3.0736 -2.9054 2.3000
H 1.4259 -3.3903 1.8553
H 2.1202 -1.0349 3.7287
H 1.5948 -2.6500 4.2374
H 0.1040 0.4097 4.9263
H -0.6388 -1.0060 5.7129
H -1.6503 0.0875 4.7484
I -0.9531 0.8405 -7.3053
C -0.6699 1.2814 -5.2585
C -0.7781 0.2438 -4.3247
C -0.5930 0.5240 -2.9830
C -0.3218 1.8301 -2.6165
C -0.2093 2.8780 -3.5123
C -0.3632 2.5898 -4.8607
C -0.2074 2.0948 -1.0190
O -0.9415 2.9732 -0.6948
O 0.5943 1.3071 -0.5150
H -0.9989 -0.7716 -4.6226
H -0.6595 -0.2644 -2.2496
H -0.0103 3.8921 -3.1920
H -0.2613 3.3849 -5.5867
F -1.1061 -1.2083 -0.1296
Sb -3.0317 -0.6687 0.2589
F -2.8983 0.3545 -1.3378
F -3.4166 -2.2300 -0.6795
F -2.6902 -1.5157 1.9692
F -4.6671 -0.0755 0.8759
F -2.1739 0.8963 1.1471
*
```

Mulliken analysis output, partial charges in e:
1 Au 0.764
2 C -0.917
3 Se 0.127
4 C -0.744
5 C -0.759
6 Se 0.382
7 C -0.959
8 H 0.385
9 H 0.357
10 H 0.302
11 H 0.491
12 H 0.433
13 H 0.360
14 H 0.488
15 H 0.361
16 H 0.383
17 H 0.346
18 I 0.598
19 C -0.179
20 C -0.359
21 C -0.382
22 C 0.674
23 C -0.651
24 C -0.241
25 C 0.570
26 O -0.196
27 O -0.616
28 H 0.453
29 H 0.486
30 H 0.489
31 H 0.443
32 F -0.562
33 Sb 2.514
34 F -0.553
35 F -0.506
36 F -0.618
37 F -0.475
38 F -0.685

The following is a DFT calculation (the ωB97M-V functional and the def2-TZVPD basis) of a molecular structure, C11H14BF3N6O3SW at a distorted geometry.

Computed properties:
ΔE to the lowest compared entry with this formula, charge and spin: 0.00 kJ/mol
Frontier orbital gap (spin up / spin down): 5.32 / 6.22 eV
Largest force on an atom: 5.65 eV/A
<S²>: 2.024
Calculated total energy: -48189.0592 eV

Structure (ORCA input):
```
! wB97M-V def2-TZVPD RIJCOSX def2/J DEFGRID3
* xyz 2 3
H 0.9217 3.1100 1.0952
N 0.5792 1.7427 -0.4941
B 0.3072 0.6157 -2.7892
N 0.6119 1.8445 -1.8896
C 0.9092 3.1105 -2.2093
W 0.3702 -0.0496 0.4408
H 0.9855 3.3988 -3.2455
C 1.0762 3.8557 -1.0386
H 1.3144 4.8980 -0.9598
C 0.8720 2.9779 0.0266
H 0.4110 0.8877 -3.9528
C -2.6546 -2.4436 3.6835
H -2.2359 -3.1315 4.4161
H -1.8751 -2.1535 2.9803
H -3.4535 -2.9488 3.1422
N -1.1491 0.1459 -2.4630
N 1.2549 -0.5523 -2.3892
N -1.4741 -0.2015 -1.1959
N 1.3396 -0.9942 -1.0674
C -2.2407 -0.0232 -3.2370
C 2.0554 -1.3232 -3.1346
H -2.1881 0.2015 -4.2865
H 2.1355 -1.1412 -4.1948
C -3.2757 -0.4956 -2.4255
C 2.6666 -2.2768 -2.3174
C -2.7437 -0.5939 -1.1280
C 2.2081 -2.0485 -1.0192
H -4.2707 -0.7386 -2.7216
H 3.3548 -3.0405 -2.6225
H -3.1776 -0.9123 -0.1926
H 2.4072 -2.5256 -0.0722
H -3.0256 -1.6093 4.1581
F 0.7300 1.2603 5.4440
C 0.9177 0.1208 4.7507
F 2.0324 -0.5014 5.1780
F -0.1459 -0.6932 4.9316
S 1.1130 0.5366 2.9379
O -0.2558 1.0146 2.5933
O 2.1767 1.5015 2.8950
O 1.4156 -0.8244 2.3730
*
```

Mulliken analysis output, partial charges in e:
1 H 0.533
2 N -0.001
3 B -0.135
4 N -0.118
5 C 0.070
6 W 1.675
7 H 0.513
8 C -1.139
9 H 0.446
10 C 0.080
11 H 0.014
12 C -0.941
13 H 0.315
14 H -0.027
15 H 0.332
16 N 0.382
17 N 0.071
18 N -0.410
19 N -0.219
20 C -0.053
21 C 0.067
22 H 0.487
23 H 0.505
24 C -1.025
25 C -1.085
26 C -0.223
27 C -0.021
28 H 0.439
29 H 0.445
30 H 0.565
31 H 0.553
32 H 0.333
33 F -0.172
34 C 0.496
35 F -0.183
36 F -0.155
37 S 1.411
38 O -0.628
39 O -0.508
40 O -0.689

The following is a DFT calculation (the ωB97M-V functional and the def2-TZVPD basis) of a molecular structure, C11H14BF3N6Zn at a distorted geometry.

Computed properties:
ΔE to the lowest compared entry with this formula, charge and spin: 476.68 kJ/mol
Frontier orbital gap (spin up / spin down): 6.72 / 6.96 eV
Largest force on an atom: 3.58 eV/A
Calculated total energy: -77818.8849 eV

Structure (ORCA input):
```
! wB97M-V def2-TZVPD RIJCOSX def2/J DEFGRID3
* xyz 0 1
H 0.9649 3.3072 0.2222
N 0.5394 1.7642 -1.1503
B 0.1630 0.3433 -3.2131
N 0.5396 1.6752 -2.5055
C 0.9002 2.8703 -3.0410
Zn 0.0000 0.0000 0.0000
H 0.9575 2.9940 -4.1219
C 1.1416 3.7630 -1.9967
H 1.4485 4.8051 -2.0724
C 0.9000 3.0165 -0.8261
H 0.2251 0.4755 -4.4135
C -0.5192 -1.7018 1.0503
H -0.4946 -1.5454 2.1405
H 0.1815 -2.5155 0.7897
H -1.5383 -2.0114 0.7563
N -1.2779 -0.0529 -2.7891
N 1.1462 -0.7633 -2.7420
N -1.5827 -0.2459 -1.4803
N 1.2516 -1.0765 -1.4253
C -2.3882 -0.2387 -3.5491
C 2.0070 -1.5268 -3.4637
H -2.3397 -0.1252 -4.6317
H 2.0662 -1.4165 -4.5460
C -3.4481 -0.5637 -2.7027
C 2.6930 -2.3636 -2.5834
C -2.8882 -0.5532 -1.4096
C 2.1813 -2.0388 -1.3111
H -4.4794 -0.7752 -2.9818
H 3.4562 -3.1008 -2.8276
H -3.3499 -0.7450 -0.4410
H 2.4315 -2.4394 -0.3286
H -0.8882 0.7851 1.0244
F 1.9799 -0.8208 1.8666
C 1.4880 0.3488 1.3179
F 1.0584 1.1711 2.3432
F 2.5305 0.9735 0.6609
*
```

Mulliken analysis output, partial charges in e:
1 H 0.434
2 N -0.098
3 B 0.058
4 N 0.213
5 C -0.069
6 Zn -0.129
7 H 0.428
8 C -1.052
9 H 0.370
10 C -0.086
11 H -0.126
12 C -1.114
13 H 0.382
14 H 0.301
15 H 0.333
16 N 0.314
17 N 0.155
18 N -0.145
19 N 0.009
20 C -0.097
21 C -0.060
22 H 0.423
23 H 0.418
24 C -1.025
25 C -1.105
26 C -0.076
27 C -0.122
28 H 0.367
29 H 0.373
30 H 0.439
31 H 0.413
32 H -0.223
33 F -0.260
34 C 0.833
35 F -0.269
36 F -0.209

The following is a DFT calculation (the ωB97M-V functional and the def2-TZVPD basis) of a molecular structure, C11H14BF4N3NiO7 at a distorted geometry.

Computed properties:
ΔE to the lowest compared entry with this formula, charge and spin: 7.02 kJ/mol
Frontier orbital gap (spin up / spin down): 8.71 / 8.69 eV
Largest force on an atom: 3.85 eV/A
<S²>: 2.004
Calculated total energy: -83037.6842 eV

Structure (ORCA input):
```
! wB97M-V def2-TZVPD RIJCOSX def2/J DEFGRID3
* xyz -2 3
Ni 1.5408 1.2889 1.2243
O -0.0549 2.3389 0.0687
C -0.1819 1.3541 -0.9990
C 1.1628 1.1107 -1.5734
N 2.1392 0.5600 -0.6206
C 3.4826 1.1291 -0.7515
C 3.5243 2.5601 -0.1610
O 4.4467 3.3038 -0.5428
O 2.7000 2.7999 0.8119
C 2.1342 -0.8998 -0.3434
C 2.7307 -1.1793 1.0499
O 3.3347 -2.3143 1.1988
O 2.5454 -0.2784 1.9289
H -0.8712 2.2859 0.5910
H -0.8394 1.6652 -1.7811
H -0.7360 0.4901 -0.6037
H 1.5435 2.0956 -1.8009
H 0.9382 0.5182 -2.4693
H 3.8958 1.1301 -1.7299
H 4.1398 0.4849 -0.1140
H 2.7518 -1.5136 -0.9710
H 1.0993 -1.2171 -0.3591
C -4.1338 -1.3414 0.6089
N -2.9360 -0.5981 1.1805
C -1.7229 -1.2675 1.3343
C -0.7068 -0.6566 1.9516
C -0.8795 0.6580 2.4719
O 0.1592 1.3019 2.6846
N -2.1218 1.1503 2.6668
C -3.1746 0.4786 2.1349
O -4.3698 0.7726 2.3769
H -3.7985 -2.2261 0.1065
H -4.7095 -0.6669 -0.0377
H -4.7982 -1.5476 1.4490
H -1.5927 -2.1929 0.7409
H 0.2305 -1.0921 1.9749
F -2.0678 -2.9367 -1.8467
B -1.3982 -2.1345 -2.7291
F -1.0995 -0.9132 -2.0963
F -2.1282 -1.8064 -3.8914
F -0.1782 -2.6943 -3.1333
*
```

Mulliken analysis output, partial charges in e:
1 Ni 0.655
2 O -0.639
3 C 0.011
4 C -0.743
5 N 0.477
6 C -0.421
7 C 0.464
8 O -0.761
9 O -0.656
10 C 0.044
11 C 0.408
12 O -0.814
13 O -0.636
14 H 0.342
15 H 0.527
16 H -0.115
17 H 0.343
18 H 0.355
19 H 0.366
20 H 0.323
21 H 0.354
22 H -0.107
23 C -0.983
24 N 0.262
25 C -0.437
26 C -0.540
27 C 0.557
28 O -0.701
29 N -0.723
30 C 0.380
31 O -0.725
32 H 0.386
33 H 0.251
34 H 0.341
35 H 0.340
36 H 0.878
37 F -0.375
38 B 0.327
39 F -0.214
40 F -0.381
41 F -0.420

The following is a DFT calculation (the ωB97M-V functional and the def2-TZVPD basis) of a molecular structure, C11H14BN7PtS at a distorted geometry.

Computed properties:
ΔE to the lowest compared entry with this formula, charge and spin: 44.78 kJ/mol
Frontier orbital gap (spin up / spin down): 4.85 / 2.19 eV
Largest force on an atom: 3.43 eV/A
<S²>: 6.045
Calculated total energy: -36799.7864 eV

Structure (ORCA input):
```
! wB97M-V def2-TZVPD RIJCOSX def2/J DEFGRID3
* xyz 2 5
H 0.3160 2.1396 1.0429
N 0.1733 1.0966 -0.7281
B -0.0976 0.2361 -3.1176
N 0.1863 1.3677 -2.0715
C 0.6350 2.6261 -2.1934
Pt 0.7102 -0.3179 0.4929
H 0.8515 3.0274 -3.1733
C 0.7481 3.1944 -0.9379
H 1.1084 4.1897 -0.7042
C 0.3710 2.2492 -0.0281
H 0.1453 0.5102 -4.2509
C 0.8168 -0.0881 5.5794
H 0.1852 0.8031 5.4929
H 1.6551 0.0720 4.8874
H 0.1828 -0.9121 5.2321
N -1.5818 -0.1644 -2.9578
N 0.7961 -0.9234 -2.5898
N -2.0715 -0.5611 -1.7176
N 0.8380 -1.3172 -1.2631
C -2.5715 -0.2100 -3.8758
C 1.7825 -1.5630 -3.2519
H -2.3546 0.0894 -4.8822
H 1.9977 -1.3268 -4.2814
C -3.7578 -0.5763 -3.2048
C 2.4145 -2.4329 -2.3758
C -3.3552 -0.7983 -1.8635
C 1.7463 -2.3272 -1.1722
H -4.7456 -0.6652 -3.5948
H 3.2721 -3.0472 -2.5658
H -3.9579 -1.0776 -1.0092
H 1.8861 -2.7622 -0.2074
H 1.1453 -0.2894 6.5575
S 1.3799 -0.3021 10.3989
C 0.0953 -0.0596 9.4437
N -0.9454 0.1209 8.8906
*
```

Mulliken analysis output, partial charges in e:
1 H 0.567
2 N -0.127
3 B 0.106
4 N -0.008
5 C -0.108
6 Pt 0.897
7 H 0.490
8 C -0.940
9 H 0.423
10 C -0.052
11 H -0.015
12 C -0.896
13 H 0.265
14 H 0.229
15 H 0.239
16 N 0.505
17 N 0.035
18 N -0.469
19 N -0.281
20 C 0.028
21 C -0.144
22 H 0.481
23 H 0.467
24 C -0.638
25 C -0.969
26 C -0.133
27 C 0.006
28 H 0.454
29 H 0.424
30 H 0.488
31 H 0.509
32 H 0.163
33 S -0.060
34 C 0.390
35 N -0.326

The following is a DFT calculation (the ωB97M-V functional and the def2-TZVPD basis) of 2 unconnected molecules or ions with the total composition C11H14Cl2F3N2O4S.

Computed properties:
Frontier orbital gap: 8.75 eV
Largest force on an atom: 0.62 eV/A
Calculated total energy: -66839.4945 eV

Structure (ORCA input):
```
! wB97M-V def2-TZVPD RIJCOSX def2/J DEFGRID3
* xyz -1 1
C 3.7208 1.9069 1.5047
C 3.0221 2.0177 0.1591
Cl 3.4854 3.5525 -0.6240
C 3.2276 0.8517 -0.8367
Cl 4.7003 -0.0955 -0.4957
C 1.9708 -0.0415 -0.9426
C 2.2059 -1.0967 -1.9360
N 2.3905 -1.9208 -2.7128
C 1.4440 -0.6224 0.3942
C 2.1944 -1.8199 0.7954
N 2.7742 -2.7373 1.1707
C -0.0673 -0.9794 0.3438
C -0.9623 0.1005 -0.2527
C -0.8699 1.4593 0.4411
O -2.0801 2.1863 0.3156
H 3.5260 0.9378 1.9598
H 3.3338 2.6894 2.1562
H 4.7926 2.0467 1.3893
H 1.9539 2.0867 0.3504
H 3.3989 1.2930 -1.8141
H 1.2044 0.5980 -1.3849
H 1.5956 0.1105 1.1854
H -0.2096 -1.9281 -0.1715
H -0.3875 -1.1430 1.3747
H -0.8427 0.1956 -1.3332
H -1.9885 -0.2178 -0.0797
H -0.6192 1.3102 1.5002
H -0.1251 2.1002 -0.0355
H -2.8167 1.6069 0.5610
C -5.4971 -2.0980 -1.0060
F -5.9262 -3.3448 -0.7574
F -4.8371 -2.1231 -2.1760
F -6.5807 -1.3222 -1.1711
S -4.4272 -1.4775 0.3578
O -3.3271 -2.4196 0.3616
O -5.3026 -1.5216 1.5048
O -4.0744 -0.1407 -0.0953
*
```

Mulliken analysis output, partial charges in e:
1 C -1.433
2 C 0.740
3 Cl -0.224
4 C -0.313
5 Cl -0.163
6 C -0.019
7 C -0.107
8 N -0.534
9 C 1.048
10 C -0.235
11 N -0.578
12 C -1.316
13 C 0.724
14 C -0.193
15 O -0.574
16 H 0.335
17 H 0.406
18 H 0.415
19 H -0.351
20 H 0.666
21 H 0.413
22 H 0.332
23 H 0.361
24 H 0.444
25 H 0.407
26 H -0.781
27 H 0.189
28 H 0.030
29 H 0.407
30 C 0.593
31 F -0.241
32 F -0.248
33 F -0.245
34 S 1.180
35 O -0.665
36 O -0.680
37 O -0.790